C25H20Br2NO4 | the ωB97M-V functional and the def2-TZVPD basis

Values from the calculation:
LUMO energy = 1.72 eV
F_max = 0.1049 hartree/bohr
ΔE to the lowest compared entry with this formula, charge and spin = 0.0 kcal per mole
Orbital gap = 5.9 eV

Structure (ORCA input):
```
! RIJCOSX wB97M-V def2-TZVPD def2/J DEFGRID3
* xyz -1 1
Br 4.47 -1.74 3.84
Br -0.65 -4.32 3.88
O -3.70 0.12 0.25
O 4.23 3.39 -1.61
O 2.10 -3.41 4.86
O -2.84 -1.86 0.77
N -0.65 -2.88 -1.42
C 3.17 2.47 0.39
C 0.93 -1.11 1.58
C 0.48 -2.96 3.15
C 0.09 -2.15 2.13
C -1.16 -1.86 -1.15
C -3.79 -3.09 2.55
C -1.58 -0.55 -0.78
C 2.72 -1.88 3.13
C -1.48 0.82 -4.34
C -2.46 1.83 -4.31
C -1.88 0.30 -1.97
C 1.43 0.77 0.05
C 1.80 -2.81 3.82
C 0.52 -0.20 0.60
C -2.79 -0.69 0.10
C -4.02 -1.93 1.63
C -2.88 1.30 -1.99
C -1.23 0.04 -3.20
C 2.27 1.55 0.89
C 5.12 4.18 -0.80
C 3.30 2.60 -1.01
C 2.45 1.86 -1.87
C -3.17 2.04 -3.13
C 2.31 -1.15 2.06
C 1.53 0.99 -1.35
H 5.77 3.55 -0.17
H 0.89 0.43 -2.02
H -4.68 -3.29 3.14
H -3.52 -4.00 1.99
H -3.97 2.78 -3.08
H 3.06 -0.53 1.57
H -0.92 0.61 -5.25
H -3.48 1.43 -1.10
H 4.56 4.88 -0.16
H -2.64 2.44 -5.20
H -2.97 -2.85 3.24
H -4.88 -2.06 0.97
H 2.19 1.42 1.97
H -0.90 -2.31 1.69
H 2.57 1.98 -2.95
H 3.81 3.04 1.08
H -4.12 -0.99 2.18
H -0.55 -0.81 -3.29
H -0.57 -0.10 0.23
H 5.71 4.72 -1.53
*
```